Record 1
Below is C3H8N4 as an isolated structure in a non-equilibrium geometry, with properties calculated with ωB97M-V/def2-TZVPD.

Summary:
LUMO energy (Ha): 0.03659
Energy relative to the best compared isomer or geometry (same formula, charge and spin) (kcal per mole): 90.44
Kohn-Sham gap (eV): 6.73

Cartesian coordinates (Å):
1 C 1.8426 0.1421 1.0447
2 C -0.2477 -0.5335 0.0244
3 C -0.8894 0.5232 -0.5451
4 N -0.0996 -1.8392 -0.1712
5 N -1.8990 0.7626 -1.3710
6 N 0.3934 0.2365 0.9040
7 N -0.1942 1.4205 0.1455
8 H 0.0667 -2.4390 0.6281
9 H -0.6625 -2.2921 -0.8800
10 H -2.3340 -0.0172 -1.8480
11 H -1.8832 1.6018 -1.9372
12 H -0.7535 2.0724 0.7044
13 H 2.2041 1.0224 1.5835
14 H 2.1030 -0.7388 1.6409
15 H 2.3532 0.0783 0.0770


Record 2
Below is a 2-piece molecular cluster, C3H8N4 overall in a non-equilibrium geometry, with properties calculated with ωB97M-V/def2-TZVPD.

Summary:
LUMO energy (spin up / spin down) (Ha): 0.00635 / -0.00909
Energy relative to the best compared isomer or geometry (same formula, charge and spin) (kcal per mole): 145.27
Kohn-Sham gap (spin up / spin down) (eV): 8.08 / 6.96

Cartesian coordinates (Å):
1 C 2.0489 -1.4148 0.3326
2 C 1.7686 -0.0889 0.1683
3 C 0.2782 1.6804 -0.4847
4 N -1.6421 -0.4032 -0.0522
5 N -0.9294 -1.0491 -0.7331
6 N -2.9228 -0.4850 0.2868
7 N 0.8260 0.3620 -0.6347
8 H 2.9230 -1.8865 0.8033
9 H 1.2542 -2.0245 -0.1723
10 H 2.3650 0.6261 0.5631
11 H 1.1166 2.2142 -0.0397
12 H -0.0788 2.0786 -1.4663
13 H -0.5293 1.8448 0.1844
14 H -3.4040 -1.3490 0.0299
15 H -3.0741 -0.1052 1.2147


Record 3
Below is C3H8N4 in the gas phase in a non-equilibrium geometry, with properties calculated with ωB97M-V/def2-TZVPD.

Summary:
LUMO energy (Ha): 0.04124
Energy relative to the best compared isomer or geometry (same formula, charge and spin) (kcal per mole): 45.52
Kohn-Sham gap (eV): 9.85
SMILES string: C=NN/C(N)=N/C

Cartesian coordinates (Å):
1 C 1.2851 0.0198 -2.2220
2 N -0.7832 -0.6693 0.6479
3 C 0.3540 -0.3582 -0.0902
4 N 1.4655 -0.0959 0.6790
5 C -2.3375 0.4545 1.9228
6 N -1.1224 0.2724 1.6119
7 N 0.1747 -0.2261 -1.3388
8 H -1.5244 -1.1350 0.1222
9 H 2.2529 0.3325 0.2168
10 H 1.2348 0.1712 1.6273
11 H 0.8748 0.3642 -3.1702
12 H 1.9910 0.7674 -1.8221
13 H 1.8499 -0.9001 -2.4094
14 H -3.1696 -0.0497 1.4316
15 H -2.5456 1.0523 2.7930